{"formula": "C22H25BrN3O2SV", "method": "the ωB97M-V functional and the def2-TZVPD basis", "symbols": ["C", "C", "S", "H", "C", "H", "H", "H", "C", "H", "H", "H", "H", "C", "C", "C", "H", "C", "C", "H", "C", "C", "H", "C", "H", "H", "H", "Br", "H", "N", "O", "H", "H", "H", "C", "N", "C", "H", "H", "O", "H", "H", "V", "H", "C", "C", "C", "N", "C", "C", "C", "H", "C", "H", "C"], "coordinates": [[-2.624, 2.780, 0.111], [0.652, -1.058, -2.524], [1.892, 0.292, 1.309], [-3.500, -1.590, 2.186], [-0.571, -2.225, -4.215], [2.831, -0.444, 3.918], [-0.785, 3.404, -2.821], [-0.519, 0.672, 2.922], [1.159, -3.445, 2.277], [-2.283, 2.467, -2.674], [-0.792, 1.860, -1.941], [-1.037, 0.009, 4.482], [-4.930, 1.533, 2.960], [-2.536, -1.227, 2.548], [-0.399, 3.909, -0.125], [-2.637, 0.229, 3.017], [-2.203, -1.865, 3.373], [-1.688, 3.497, -0.853], [2.361, -1.315, 3.486], [-0.635, 4.474, 0.779], [-3.846, 3.381, 0.367], [-1.366, 2.756, -2.155], [-3.405, 0.262, 3.799], [-1.722, -1.973, -3.487], [0.673, -4.235, 1.725], [0.228, 4.530, -0.772], [-5.689, 3.361, 1.484], [-3.173, -1.036, -1.237], [2.720, -2.613, 5.151], [1.175, -2.250, 1.654], [-0.663, -2.902, -5.418], [0.228, -3.088, -5.722], [1.581, -0.662, -2.130], [0.163, 3.021, 0.165], [-3.079, 1.223, 1.950], [-1.147, 0.891, 0.513], [1.803, -1.162, 2.212], [-2.207, 4.419, -1.143], [-4.127, 4.259, -0.208], [0.551, -2.124, 0.498], [1.647, -4.576, 3.997], [-1.814, -1.305, 1.736], [-0.074, -0.254, 0.036], [-1.407, 1.694, 4.055], [-2.245, 1.604, 0.845], [-1.317, 0.679, 3.663], [-1.626, -1.290, -2.293], [-0.458, -0.812, -1.766], [-4.297, 1.857, 2.138], [0.648, -1.757, -3.704], [2.305, -2.517, 4.157], [-2.681, -2.316, -3.847], [-4.719, 2.902, 1.333], [1.569, -1.921, -4.251], [1.702, -3.607, 3.522]], "total_charge": -1, "homo_energy_ev": [-1.5, -1.4], "gap_ha": [0.15269, 0.14946], "s_squared": 0.778, "spin_multiplicity": 2}

---

{"formula": "C4H8NO2", "method": "the ωB97M-V functional and the def2-TZVPD basis", "symbols": ["H", "H", "N", "C", "H", "C", "O", "C", "H", "O", "C", "H", "H", "H", "H"], "coordinates": [[0.789, -2.545, -1.849], [-0.717, -0.298, -0.712], [0.465, -1.592, -1.906], [0.282, 1.430, 0.846], [1.254, -0.996, -1.697], [0.874, 2.454, 1.823], [-0.081, 1.818, -0.286], [-0.653, -1.291, -1.126], [0.557, 3.485, 1.653], [0.270, 0.253, 1.288], [-1.615, -2.203, -0.917], [-1.578, -3.170, -1.411], [1.966, 2.466, 1.739], [-2.459, -1.959, -0.288], [0.646, 2.147, 2.844]], "total_charge": -1, "homo_energy_ev": -4.1, "gap_ha": 0.30514}

---

{"formula": "C19H15BF6N5SV", "method": "the ωB97M-V functional and the def2-TZVPD basis", "symbols": ["H", "C", "F", "H", "C", "H", "H", "V", "C", "H", "C", "C", "F", "C", "C", "S", "N", "H", "C", "F", "H", "C", "H", "C", "C", "C", "C", "N", "C", "N", "H", "H", "C", "F", "H", "F", "H", "C", "C", "B", "F", "H", "H", "H", "C", "C", "N", "N"], "coordinates": [[-3.029, -4.222, -0.635], [-4.608, -0.562, -2.037], [0.976, -2.916, -1.750], [-1.782, -1.468, 2.433], [0.111, 3.949, 1.414], [-2.377, 1.941, -1.503], [1.008, -2.378, 1.416], [-0.265, -0.050, -0.121], [-1.238, 2.136, 3.543], [0.593, -4.818, 1.597], [-1.861, -2.476, -0.211], [-0.835, 1.656, 2.322], [1.649, -1.028, -0.538], [-3.909, -1.592, -1.440], [-2.137, -0.110, -0.832], [2.835, 2.415, 0.375], [2.473, 1.608, -2.142], [-0.828, 4.457, 1.648], [-1.638, -0.453, 2.773], [-4.469, -2.810, -1.465], [0.535, 4.338, 0.494], [-2.789, 0.942, -1.448], [-2.214, 1.606, 5.388], [-1.882, 1.259, 4.419], [-1.254, -4.686, 0.473], [-2.677, -1.408, -0.823], [-0.114, -4.184, 1.083], [-0.048, 1.784, 0.231], [0.121, -2.831, 0.996], [0.584, 1.594, -0.917], [-2.590, -0.755, 4.664], [3.465, 1.643, -2.307], [-2.090, -0.043, 4.025], [0.095, -0.784, -2.058], [0.819, 4.134, 2.223], [-4.679, 1.699, -2.600], [-1.061, 3.169, 3.808], [-2.137, -3.838, -0.169], [2.014, 1.875, -0.925], [1.297, -1.606, -1.854], [2.217, -1.314, -2.799], [-5.566, -0.735, -2.504], [1.880, 1.165, -2.826], [-1.461, -5.748, 0.495], [-0.157, 2.497, 1.287], [-4.024, 0.688, -2.023], [-0.722, -2.012, 0.351], [-1.012, 0.365, 1.934]], "total_charge": 1, "homo_energy_ev": [-11.8, -11.8], "gap_ha": [0.24246, 0.25455], "s_squared": 0.778, "spin_multiplicity": 2}

---

Computed energy above the lowest of the compared OMol25 structures with the same formula, charge and spin (kcal per mole) in order:
68.7 22.3 13.9